# 1
This record from OMol25 describes 2 unconnected molecules or ions with the total composition C16H23IN2O5 at a distorted geometry. The level of theory is wB97M-V/def2-TZVPD.

Each line ends with the Mulliken charge.
Positions of all 47 atoms, in Å:
C -2.47 0.60 0.99  -1.14
C -1.39 -0.47 0.88  -0.63
C -0.05 -0.15 1.61  0.88
C 0.63 1.03 0.88  -1.91
C 0.83 -1.44 1.65  -0.74
N 0.16 -2.50 2.43  0.05
C 0.11 -2.69 3.75  0.66
C 0.86 -1.78 4.71  -0.94
O -0.54 -3.62 4.19  -0.68
C 2.32 -1.28 2.03  0.05
O 2.77 -0.29 2.57  -0.67
N 3.17 -2.30 1.79  -0.11
C 2.87 -3.60 1.20  -0.81
H -2.63 0.86 2.04  0.36
H -3.40 0.22 0.58  0.41
H -2.19 1.50 0.44  0.07
H -1.19 -0.66 -0.18  0.27
H -1.82 -1.38 1.30  0.43
H -0.27 0.17 2.62  0.27
H -0.05 1.89 0.82  0.52
H 0.91 0.73 -0.13  0.31
H 1.51 1.37 1.41  0.47
H 0.85 -1.79 0.62  0.56
H -0.38 -3.18 1.91  0.30
H 0.72 -0.74 4.44  0.29
H 1.91 -2.04 4.69  0.24
H 0.47 -1.94 5.72  0.34
H 4.12 -2.12 2.08  0.31
H 2.37 -3.47 0.23  0.25
H 3.80 -4.15 1.04  0.34
H 2.24 -4.18 1.86  0.26
O -2.15 1.20 -6.48  -0.59
C -2.59 1.61 -5.42  0.51
O -3.91 1.66 -5.15  -0.45
C -1.65 2.05 -4.38  -0.08
C -2.11 2.50 -3.13  -0.56
C -1.21 2.93 -2.15  -0.53
C 0.16 2.93 -2.39  1.12
O 1.01 3.37 -1.42  -0.41
C 0.64 2.48 -3.63  -0.44
I 2.85 2.46 -4.05  0.01
C -0.26 2.05 -4.61  -0.38
H -4.34 1.33 -5.96  0.35
H -3.18 2.52 -2.91  0.43
H -1.58 3.28 -1.19  0.51
H 1.92 3.32 -1.75  0.08
H 0.14 1.71 -5.57  0.43

Summary:
Energy, eV: -38284.6818
Strongest force on any atom, eV/A: 2.11
Lowest unoccupied orbital energy, eV: -0.307
Total charge: 0
Gap between HOMO and LUMO, eV: 9.02
Relative energy (zero: lowest compared OMol25 entry of this formula, charge and spin), kcal per mole: 14.1

=====

# 2
This record from OMol25 describes a molecular structure, C23H16Cl5N5O8W at a distorted geometry. The level of theory is wB97M-V/def2-TZVPD.

Each line ends with the Mulliken charge.
Positions of all 58 atoms, in Å:
W -0.47 0.79 -1.03  1.38
N -1.86 -0.67 -2.74  -0.45
C -2.96 0.26 -3.03  -0.57
C -3.49 0.79 -1.70  0.46
O -4.68 0.92 -1.51  -0.69
N -2.52 1.03 -0.78  0.00
C -3.03 1.36 0.55  -0.71
C -1.97 1.01 1.56  0.43
O -2.17 0.92 2.75  -0.70
O -0.79 0.84 1.00  -0.46
H -1.40 -0.92 -3.61  0.22
H -2.26 -1.53 -2.36  0.24
H -3.79 -0.18 -3.58  0.46
H -2.58 1.10 -3.60  0.20
H -3.96 0.84 0.75  0.52
H -3.23 2.43 0.64  0.28
O 0.90 -3.08 -0.62  -0.60
C 0.74 -1.86 -1.07  0.54
O -0.04 -1.07 -0.46  -0.38
C 1.34 -1.34 -2.24  0.26
C 2.15 -1.96 -3.19  -0.86
C 2.40 -1.31 -4.37  -0.47
C 1.77 -0.07 -4.63  -0.76
C 1.01 0.50 -3.65  0.46
N 0.87 -0.06 -2.42  0.31
C 0.15 1.71 -3.78  0.33
O 0.07 2.41 -4.75  -0.67
O -0.55 1.87 -2.67  -0.59
H 0.34 -3.17 0.18  0.52
H 2.55 -2.95 -2.98  0.56
H 3.03 -1.77 -5.12  0.46
H 1.86 0.43 -5.58  0.56
Cl 2.69 0.44 0.28  -0.17
C 2.06 2.05 0.41  1.07
C 0.86 2.33 -0.24  -1.51
C 0.34 3.60 -0.02  1.07
Cl -1.22 3.94 -0.70  -0.12
C 0.98 4.57 0.75  -0.34
Cl 0.28 6.11 0.97  -0.19
C 2.19 4.25 1.35  0.76
Cl 2.99 5.41 2.33  -0.19
C 2.74 2.98 1.19  -0.42
Cl 4.21 2.56 1.97  -0.19
N 2.78 -1.51 3.93  -0.27
C 1.98 -2.51 4.40  0.19
O 2.37 -3.35 5.18  -0.62
C 0.58 -2.50 3.86  0.14
C -0.49 -2.86 4.66  -0.38
C -1.76 -2.86 4.12  -0.68
C -1.91 -2.57 2.77  -0.38
N -0.88 -2.28 1.98  -0.07
C 0.33 -2.22 2.53  -0.13
H 3.71 -1.44 4.30  0.22
H 2.40 -0.73 3.43  0.18
H -0.32 -3.13 5.70  0.47
H -2.63 -3.09 4.72  0.41
H -2.88 -2.58 2.30  0.39
H 1.15 -1.93 1.87  0.48

Summary:
Energy, eV: -112382.2932
Strongest force on any atom, eV/A: 1.46
Lowest unoccupied orbital energy (alpha / beta), eV: -1.401 / -2.069
Total charge: 0
Gap between HOMO and LUMO (alpha / beta), eV: 6.14 / 7.24
2S+1: 3
Relative energy (zero: lowest compared OMol25 entry of this formula, charge and spin), kcal per mole: 19.1

=====

# 3
This record from OMol25 describes a molecular structure, C22H24F4IrN7O4. The level of theory is wB97M-V/def2-TZVPD.

Each line ends with the Mulliken charge.
Positions of all 62 atoms, in Å:
Ir 0.04 0.64 -0.32  1.62
O -1.88 -3.38 0.48  -0.49
C -1.31 -2.43 0.93  0.03
O -2.51 -0.28 1.05  -0.36
C 0.19 -2.30 0.83  0.52
C 0.91 -3.45 1.09  -0.92
C 2.30 -3.39 1.13  -0.62
C 2.91 -2.16 0.96  -0.60
C 2.12 -1.06 0.67  0.48
N 0.78 -1.13 0.56  0.24
C 2.74 0.32 0.53  0.38
O 3.90 0.48 0.84  -0.65
O 1.93 1.24 0.09  -0.79
H 0.38 -4.38 1.28  0.54
H 2.88 -4.28 1.32  0.47
H 3.97 -2.01 1.04  0.55
C 1.14 2.12 -2.84  -1.13
N 0.44 0.87 -2.50  0.03
C 1.28 -0.26 -2.92  -1.11
C -0.89 0.84 -3.14  -1.06
C -1.79 -0.22 -2.52  -0.70
N -1.76 -0.10 -1.05  -0.31
C -2.72 -0.47 -0.29  0.51
C -2.12 -1.40 1.80  1.59
F -1.33 -0.94 2.79  -0.36
C -3.37 -2.01 2.37  -0.35
F -3.24 -2.49 3.59  -0.27
C -4.52 -2.10 1.71  -0.70
C -4.75 -1.73 0.32  0.45
F -5.91 -2.21 -0.13  -0.28
C -3.99 -1.09 -0.59  0.31
F -4.42 -1.06 -1.86  -0.34
H 0.50 2.97 -2.63  0.42
H 1.40 2.13 -3.91  0.40
H 2.05 2.19 -2.25  0.32
H 1.40 -0.27 -4.01  0.32
H 0.83 -1.20 -2.60  0.30
H 2.26 -0.16 -2.46  0.37
H -0.79 0.65 -4.21  0.49
H -1.34 1.82 -3.00  0.40
H -1.44 -1.23 -2.77  0.36
H -2.79 -0.11 -2.91  0.54
H -5.36 -2.58 2.19  0.52
C -0.09 6.00 2.57  -1.37
C -1.37 6.42 1.84  0.80
C -1.05 7.10 0.51  -1.45
C -2.33 5.24 1.66  -1.30
N -1.81 4.22 0.75  0.71
C -0.99 3.20 0.98  -0.41
N -0.75 2.61 -0.17  -0.21
N -1.46 3.28 -1.10  0.16
N -2.09 4.24 -0.56  -0.93
H 0.54 6.87 2.76  0.41
H 0.50 5.31 1.97  0.29
H -0.31 5.53 3.53  0.37
H -1.91 7.12 2.47  0.32
H -0.42 6.47 -0.12  0.26
H -0.51 8.03 0.69  0.44
H -1.96 7.34 -0.05  0.37
H -3.27 5.57 1.23  0.37
H -2.53 4.75 2.61  0.47
H -0.57 2.94 1.94  0.60

Summary:
Energy, eV: -55525.1819
Strongest force on any atom, eV/A: 0.57
Lowest unoccupied orbital energy (alpha / beta), eV: -3.811 / -3.879
Total charge: +1
Gap between HOMO and LUMO (alpha / beta), eV: 6.58 / 7.49
2S+1: 2

=====

# 4
This record from OMol25 describes a single C13H11Cl2F2N3O4S molecule at a distorted geometry. The level of theory is wB97M-V/def2-TZVPD.

Each line ends with the Mulliken charge.
Positions of all 36 atoms, in Å:
O -0.22 -1.21 -3.31  -0.64
C -0.89 -0.78 -2.34  0.23
C -2.42 -1.24 -2.15  0.07
C -2.51 -2.81 -2.08  -0.91
C -2.67 -3.12 -0.66  0.34
F -3.26 -4.38 -0.36  -0.37
C -3.38 -1.93 -0.05  -0.75
N -2.79 -0.85 -0.85  -0.06
C -1.60 -0.09 -0.39  0.22
O -1.67 0.26 0.76  -0.55
N -0.55 0.11 -1.33  0.31
C 0.73 0.71 -1.13  -0.02
C 1.31 0.58 0.14  -0.16
C 2.51 1.31 0.45  0.01
N 2.90 1.49 1.75  -0.24
S 1.85 2.21 2.94  1.17
O 2.52 3.37 3.53  -0.65
O 0.61 2.70 2.31  -0.56
C 1.53 0.98 4.25  -0.61
Cl 2.89 -0.24 4.64  -0.15
C 3.22 1.98 -0.56  0.15
Cl 4.77 2.88 -0.26  -0.23
C 2.71 2.10 -1.79  -0.53
C 1.48 1.40 -2.11  0.32
F 0.93 1.78 -3.32  -0.30
H -3.02 -0.81 -2.89  0.44
H -1.66 -3.46 -2.38  0.30
H -3.40 -2.97 -2.63  0.38
H -1.70 -3.10 -0.14  0.23
H -4.42 -2.02 -0.38  0.34
H -3.24 -1.74 1.03  0.30
H 0.74 0.04 0.91  0.37
H 3.76 2.04 1.84  0.34
H 1.31 1.60 5.06  0.44
H 0.55 0.43 4.11  0.35
H 3.06 2.78 -2.61  0.40

Summary:
Energy, eV: -67632.1807
Strongest force on any atom, eV/A: 5.24
Lowest unoccupied orbital energy, eV: 0.129
Total charge: 0
Gap between HOMO and LUMO, eV: 9.29
Relative energy (zero: lowest compared OMol25 entry of this formula, charge and spin), kcal per mole: 61.5

=====

# 5
This record from OMol25 describes a gas-phase ion, C4H11N2S (charge -1) at a distorted geometry. The level of theory is wB97M-V/def2-TZVPD.

Each line ends with the Mulliken charge.
Positions of all 18 atoms, in Å:
C -0.91 -0.33 1.66  -1.43
C 0.42 -0.22 0.91  0.16
C 0.54 -1.69 0.21  -0.80
S 1.11 -2.89 1.50  -0.60
N 0.50 1.02 -0.02  -0.59
C -0.37 0.89 -1.21  -0.19
N 0.05 1.73 -2.25  -0.68
H -1.25 0.48 2.21  0.49
H -0.78 -1.38 2.22  0.25
H -1.85 -0.49 1.08  0.32
H 1.16 0.04 1.67  0.25
H -0.43 -2.03 -0.26  0.22
H 1.33 -1.59 -0.49  0.27
H 1.49 0.84 -0.26  0.30
H -0.52 -0.13 -1.67  0.22
H -1.40 1.26 -0.96  0.30
H 1.02 1.74 -2.44  0.24
H -0.10 2.75 -1.88  0.28

Summary:
Energy, eV: -18141.2255
Strongest force on any atom, eV/A: 4.65
Lowest unoccupied orbital energy, eV: 3.802
Total charge: -1
Gap between HOMO and LUMO, eV: 6.27
Relative energy (zero: lowest compared OMol25 entry of this formula, charge and spin), kcal per mole: 43.2

=====

# 6
This record from OMol25 describes 2 unconnected molecules or ions with the total composition C3H5NS2 at a distorted geometry. The level of theory is wB97M-V/def2-TZVPD.

Each line ends with the Mulliken charge.
Positions of all 11 atoms, in Å:
C -0.32 0.58 0.13  0.08
C 0.46 0.10 1.32  -0.52
C 1.13 -1.19 1.10  -0.29
H -3.55 1.25 -0.48  0.18
H 0.17 1.17 -0.71  0.40
H -0.27 0.06 2.07  0.31
H 1.37 0.69 1.83  0.31
H 0.53 -2.42 1.85  0.29
N -1.54 0.19 0.04  -0.39
S -2.30 1.09 -1.27  -0.18
S 2.60 -1.03 0.01  -0.19

Summary:
Energy, eV: -26347.2302
Strongest force on any atom, eV/A: 5.57
Lowest unoccupied orbital energy, eV: -1.081
Total charge: 0
Gap between HOMO and LUMO, eV: 7.95
Relative energy (zero: lowest compared OMol25 entry of this formula, charge and spin), kcal per mole: 126.9

=====

# 7
This record from OMol25 describes a molecular structure, C3H8CdIO at a distorted geometry. The level of theory is wB97M-V/def2-TZVPD.

Each line ends with the Mulliken charge.
Positions of all 14 atoms, in Å:
Cd -2.09 2.96 -0.99  0.80
I -2.53 0.94 -0.64  0.06
C 1.75 0.11 0.01  -1.18
C 0.35 -0.55 -0.27  0.84
C -0.48 -0.77 0.98  -1.88
O -0.30 0.18 -1.26  -0.51
H 1.63 1.19 -0.10  0.33
H 2.53 -0.05 -0.74  0.33
H 2.00 -0.10 1.05  0.33
H 0.32 -1.54 -0.74  0.21
H -1.48 -1.05 0.67  0.61
H -0.41 0.14 1.58  0.37
H -0.05 -1.59 1.55  0.36
H -1.24 0.12 -1.11  0.33

Summary:
Energy, eV: -17939.1671
Strongest force on any atom, eV/A: 14.35
Lowest unoccupied orbital energy, eV: -7.479
Total charge: +1
Gap between HOMO and LUMO, eV: 5.46
Relative energy (zero: lowest compared OMol25 entry of this formula, charge and spin), kcal per mole: 126.9